(1)
Formula: C25H21FIO4
Source: the OMol25 dataset
Level of theory: wB97M-V/def2-TZVPD

Properties
relative energy (zero: lowest compared OMol25 entry of this formula, charge and spin)	1.942	eV
total energy	-45262.1001	eV
HOMO	-11.023	eV
LUMO level	-6.0	eV
orbital gap	5.013	eV

```
! RIJCOSX wB97M-V def2-TZVPD def2/J DEFGRID3
* xyz 1 1
F -0.31 -5.39 -2.09
C -0.74 -4.53 -1.09
C -2.01 -4.74 -0.55
C -2.46 -3.85 0.44
C -1.66 -2.81 0.86
C -0.37 -2.61 0.32
C 0.46 -1.51 0.77
C 1.90 -1.67 0.83
C 2.72 -0.53 1.05
C 4.09 -0.68 1.26
C 4.68 -1.95 1.21
C 3.89 -3.08 1.00
C 2.52 -2.95 0.84
C 0.06 -3.47 -0.73
H -2.66 -5.52 -0.95
H -3.46 -3.95 0.87
H -2.03 -2.12 1.62
H 0.08 -0.86 1.56
H 2.25 0.46 1.05
H 4.70 0.20 1.47
H 5.76 -2.06 1.34
H 4.33 -4.08 0.97
H 1.91 -3.85 0.73
H 1.02 -3.30 -1.23
C 0.82 3.13 1.75
C -0.53 2.79 2.35
C -0.94 3.72 3.49
O -1.59 3.00 1.37
C -1.80 2.04 0.41
O -2.63 2.28 -0.45
C -1.03 0.74 0.58
I -1.31 -0.31 -1.22
C -1.19 1.11 -2.82
C -2.38 1.59 -3.36
C -2.30 2.56 -4.37
C -1.05 3.03 -4.79
C 0.13 2.54 -4.21
C 0.06 1.55 -3.22
C -1.26 0.51 2.06
O -1.91 -0.36 2.62
O -0.59 1.44 2.84
H 1.11 2.42 0.97
H 0.78 4.13 1.31
H 1.58 3.12 2.54
H -1.89 3.36 3.88
H -0.19 3.73 4.29
H -1.08 4.72 3.09
H -3.34 1.24 -2.99
H -3.22 2.96 -4.81
H -0.99 3.79 -5.57
H 1.11 2.92 -4.52
H 0.96 1.15 -2.75
*
```

---

(2)
Formula: C25H21N3O2S
Source: the OMol25 dataset
Level of theory: wB97M-V/def2-TZVPD

Properties
total energy	-45667.9745	eV
HOMO	-8.348	eV
structure (SMILES)	O=C(CSc1nc2ccccc2c(=O)n1-c1ccccc1)N1CCc2ccccc2C1
LUMO level	0.5	eV
orbital gap	8.798	eV

```
! RIJCOSX wB97M-V def2-TZVPD def2/J DEFGRID3
* xyz 0 1
O 0.50 1.50 2.70
C -0.18 0.64 2.17
C -1.59 1.00 1.72
S -2.10 0.66 0.00
C -0.61 1.02 -0.86
N 0.46 1.15 -0.18
C 1.62 1.46 -0.83
C 2.79 1.64 -0.08
C 3.97 1.94 -0.73
C 4.00 2.08 -2.12
C 2.86 1.91 -2.86
C 1.65 1.61 -2.23
C 0.43 1.43 -3.00
O 0.33 1.52 -4.21
N -0.70 1.13 -2.22
C -1.95 0.95 -2.88
C -2.56 2.03 -3.50
C -3.77 1.85 -4.15
C -4.36 0.60 -4.19
C -3.74 -0.48 -3.58
C -2.53 -0.31 -2.93
N 0.21 -0.66 2.10
C -0.63 -1.72 1.59
C 0.09 -3.08 1.65
C 0.67 -3.28 3.02
C 0.50 -4.42 3.78
C 1.08 -4.51 5.03
C 1.81 -3.44 5.53
C 1.97 -2.29 4.78
C 1.40 -2.21 3.52
C 1.51 -1.01 2.64
H -2.32 0.46 2.33
H -1.70 2.07 1.88
H 2.73 1.54 0.99
H 4.87 2.08 -0.16
H 4.94 2.32 -2.61
H 2.86 2.02 -3.94
H -2.09 3.00 -3.47
H -4.25 2.69 -4.63
H -5.30 0.46 -4.70
H -4.19 -1.46 -3.62
H -2.03 -1.15 -2.46
H -0.91 -1.52 0.55
H -1.55 -1.78 2.18
H -0.62 -3.87 1.40
H 0.89 -3.09 0.91
H -0.07 -5.25 3.39
H 0.96 -5.40 5.62
H 2.26 -3.51 6.52
H 2.53 -1.46 5.17
H 2.20 -1.22 1.80
H 1.88 -0.14 3.18
*
```

---

(3)
Formula: C25H22BrCoN4O4Si
Source: the OMol25 dataset
Level of theory: wB97M-V/def2-TZVPD

Properties
relative energy (zero: lowest compared OMol25 entry of this formula, charge and spin)	0.342	eV
total energy	-155978.2484	eV
HOMO (alpha / beta)	-9.075 / -9.070	eV
LUMO level (alpha / beta)	-2.0 / -2.1	eV
orbital gap (alpha / beta)	7.047 / 6.933	eV

```
! RIJCOSX wB97M-V def2-TZVPD def2/J DEFGRID3
* xyz 0 1
Co 0.64 -0.54 0.06
Br 0.36 -3.94 -1.06
C -1.02 -2.67 -1.16
C -2.27 -3.10 -1.59
C -3.28 -2.17 -1.74
C -3.01 -0.83 -1.50
C -1.75 -0.49 -1.07
N -0.78 -1.40 -0.87
C -1.35 0.94 -0.83
O -2.09 1.86 -1.10
O -0.13 1.05 -0.37
H -2.42 -4.15 -1.79
H -4.26 -2.48 -2.07
H -3.73 -0.04 -1.63
O 1.67 -0.24 -1.60
N 2.76 -0.69 -2.09
C 3.50 -1.54 -1.40
C 4.72 -2.04 -1.94
N 5.71 -2.46 -2.35
C 2.95 -1.88 -0.14
N 2.14 -1.83 0.67
C 1.38 -0.94 4.42
C 0.14 -0.03 4.36
C 0.57 1.40 4.04
C -0.59 -0.06 5.71
Si -1.01 -0.66 3.01
O -0.22 -0.60 1.60
C -1.44 -2.47 3.33
C -2.27 -2.93 4.36
C -2.51 -4.29 4.54
C -1.92 -5.22 3.70
C -1.07 -4.79 2.68
C -0.84 -3.43 2.51
C -2.54 0.42 2.88
C -3.77 0.14 3.49
C -4.85 1.01 3.36
C -4.72 2.18 2.62
C -3.51 2.47 2.01
C -2.44 1.60 2.14
H 2.06 -0.58 5.21
H 1.92 -0.94 3.48
H 1.11 -1.97 4.65
H 1.25 1.77 4.82
H -0.29 2.08 4.01
H 1.09 1.47 3.08
H 0.07 0.33 6.49
H -0.87 -1.07 6.00
H -1.49 0.56 5.69
H -2.74 -2.24 5.04
H -3.16 -4.62 5.34
H -2.11 -6.28 3.84
H -0.59 -5.51 2.03
H -0.16 -3.11 1.74
H -3.91 -0.77 4.05
H -5.79 0.77 3.84
H -5.56 2.85 2.51
H -3.40 3.37 1.41
H -1.50 1.85 1.66
*
```

---

(4)
Formula: C25H22FN4S3Tl
Source: the OMol25 dataset
Level of theory: wB97M-V/def2-TZVPD

Properties
relative energy (zero: lowest compared OMol25 entry of this formula, charge and spin)	0.000	eV
total energy	-72159.4915	eV
HOMO	-0.572	eV
LUMO level	3.9	eV
orbital gap	4.453	eV

```
! RIJCOSX wB97M-V def2-TZVPD def2/J DEFGRID3
* xyz -2 1
Tl 0.77 2.83 0.68
C -1.65 -1.60 -2.76
N -1.16 -1.18 -1.46
C -0.82 -2.33 -0.66
C -0.18 -2.06 0.69
C -0.29 -3.05 1.67
C 0.33 -2.84 2.89
C 1.02 -1.66 3.10
C 1.06 -0.73 2.07
N 0.48 -0.93 0.89
C -2.14 -0.35 -0.77
C -2.30 1.07 -1.27
C -2.87 1.99 -0.39
C -2.95 3.32 -0.76
C -2.50 3.68 -2.02
C -2.01 2.69 -2.85
N -1.91 1.41 -2.50
C -0.65 -2.38 -3.57
C -0.79 -3.75 -3.75
C 0.14 -4.45 -4.50
C 1.20 -3.74 -5.05
C 1.26 -2.38 -4.83
N 0.36 -1.70 -4.11
H -2.57 -2.22 -2.64
H -1.92 -0.70 -3.31
H -1.71 -2.97 -0.48
H -0.12 -2.95 -1.23
H -0.86 -3.94 1.48
H 0.26 -3.58 3.68
H 1.50 -1.43 4.04
H 1.56 0.22 2.20
H -3.13 -0.85 -0.79
H -1.85 -0.25 0.28
H -3.18 1.69 0.60
H -3.32 4.04 -0.04
H -2.51 4.71 -2.35
H -1.66 2.93 -3.85
H -1.63 -4.27 -3.29
H 0.05 -5.52 -4.64
H 1.96 -4.24 -5.64
H 2.07 -1.79 -5.24
S -3.57 3.34 2.95
C -1.91 3.21 2.60
S -0.94 4.59 2.27
S -1.14 1.66 2.51
F 5.38 2.09 5.42
C 4.43 2.27 4.44
C 3.13 2.56 4.81
C 2.18 2.73 3.81
C 2.48 2.61 2.44
C 3.81 2.31 2.15
C 4.80 2.13 3.12
H 2.88 2.66 5.86
H 1.16 2.96 4.10
H 4.12 2.20 1.11
H 5.83 1.90 2.87
*
```